Record 1
{"formula": "C6H20N4O2P", "method": "ωB97M-V/def2-TZVPD", "multiplicity": 3, "s2": 2.01, "gap_ev": [7.5, 6.0], "e_lumo_ev": [-2.3, -5.8], "total_charge": 1, "symbols": ["C", "C", "C", "C", "C", "C", "N", "N", "N", "N", "O", "O", "P", "H", "H", "H", "H", "H", "H", "H", "H", "H", "H", "H", "H", "H", "H", "H", "H", "H", "H", "H", "H"], "xyz": [[-0.80, -2.46, -1.18], [-2.15, -1.79, 0.84], [-2.49, 1.33, 1.10], [-2.44, 1.66, -1.27], [3.40, 0.05, -1.15], [2.81, -0.49, 1.15], [-1.54, -1.38, -0.34], [-1.95, 0.88, -0.18], [2.54, 0.36, 0.08], [-1.22, -0.13, -0.62], [0.62, 1.85, 0.91], [0.76, 1.51, -1.57], [0.86, 0.70, -0.23], [-0.07, -1.97, -1.83], [-0.37, -3.38, -0.71], [-1.67, -2.65, -1.89], [-1.62, -1.84, 1.81], [-3.11, -1.30, 1.13], [-2.48, -2.81, 0.65], [-2.17, 0.73, 1.99], [-2.14, 2.29, 1.15], [-3.56, 1.36, 1.09], [-2.45, 2.73, -1.10], [-1.90, 1.49, -2.27], [-3.56, 1.23, -1.39], [3.13, 0.89, -1.87], [4.35, 0.25, -0.85], [3.21, -0.95, -1.46], [3.77, -0.32, 1.52], [2.05, -0.31, 1.88], [2.68, -1.57, 0.88], [1.39, 2.44, 0.98], [0.05, 2.10, -1.31]], "nbo_charge": [-0.43, -0.46, -0.42, -0.44, -0.42, -0.43, -0.18, -0.32, -0.66, -0.16, -0.99, -0.96, 1.92, 0.22, 0.24, 0.23, 0.21, 0.23, 0.23, 0.22, 0.21, 0.20, 0.21, 0.23, 0.21, 0.23, 0.22, 0.21, 0.23, 0.21, 0.19, 0.52, 0.51]}

***

Record 2
{"formula": "CH14N2O5", "method": "ωB97M-V/def2-TZVPD", "e_above_lowest_ev": 9.595, "multiplicity": 1, "gap_ev": 4.0, "e_lumo_ev": -5.8, "symbols": ["N", "C", "N", "H", "H", "H", "H", "H", "H", "O", "H", "H", "O", "H", "H", "O", "H", "H", "O", "H", "H", "O"], "xyz": [[2.20, 1.38, 0.52], [0.84, 1.05, 0.80], [0.68, -0.31, 1.12], [2.90, 1.27, 1.27], [0.55, 1.73, 1.62], [0.20, 1.36, -0.12], [0.72, -0.74, 0.24], [-2.84, 1.65, 0.23], [-0.99, -0.66, -1.78], [-1.99, 1.32, 0.46], [-1.55, 0.61, -0.97], [-2.55, -1.03, 2.38], [-1.75, -0.69, 2.02], [-0.21, -0.57, 1.62], [-1.88, 0.34, 1.45], [-1.15, 0.33, -1.90], [1.09, -1.26, -1.27], [-0.45, -2.73, -1.92], [0.01, -2.16, -1.28], [2.12, -0.65, -2.22], [2.59, 0.83, -0.22], [1.77, -0.55, -1.37]], "nbo_charge": [-0.71, -0.12, -0.44, 0.37, 0.23, 0.32, 0.42, 0.47, 0.48, -0.99, 0.50, 0.49, -1.00, 0.45, 0.51, -0.89, 0.48, 0.47, -0.91, 0.48, 0.41, -1.01]}

***

Record 3
{"formula": "H26O13", "method": "ωB97M-V/def2-TZVPD", "e_above_lowest_ev": 7.321, "multiplicity": 1, "gap_ev": 9.8, "e_lumo_ev": -0.1, "symbols": ["O", "H", "H", "O", "H", "H", "O", "H", "H", "O", "H", "H", "O", "H", "H", "O", "H", "H", "O", "H", "H", "O", "H", "H", "O", "H", "H", "O", "H", "H", "O", "H", "H", "O", "H", "H", "O", "H", "H"], "xyz": [[1.06, 1.44, 3.04], [0.49, 1.28, 2.26], [1.48, 2.18, 2.62], [1.89, 1.66, -0.67], [1.05, 1.41, -0.35], [1.90, 2.63, -0.85], [-0.62, -3.23, -0.15], [0.18, -2.94, 0.36], [-0.46, -2.92, -1.04], [2.08, -2.26, -0.19], [2.74, -2.77, 0.38], [2.37, -2.19, -1.05], [0.51, -2.11, 1.68], [-0.37, -2.53, 2.03], [1.04, -2.59, 2.12], [-2.08, 3.55, 0.83], [-1.14, 3.77, 0.37], [-2.03, 2.56, 1.12], [-2.96, -0.65, -1.81], [-3.19, -0.19, -2.55], [-2.04, -0.97, -1.60], [-0.38, -1.71, -2.39], [-0.09, -2.55, -2.62], [0.28, -0.97, -2.54], [1.59, -0.04, -3.09], [1.12, 0.42, -3.81], [1.49, 0.61, -2.29], [-2.21, 1.15, 1.79], [-2.01, 1.48, 2.68], [-3.20, 0.78, 1.76], [-0.01, 0.48, 0.26], [0.32, -0.30, 0.38], [-0.86, 0.54, 0.67], [-2.84, 2.07, -0.69], [-2.92, 1.14, -0.85], [-2.31, 2.28, 0.25], [3.43, -0.10, 1.61], [2.58, -0.41, 1.34], [4.14, 0.00, 0.98]], "nbo_charge": [-0.93, 0.46, 0.46, -0.98, 0.49, 0.47, -1.02, 0.49, 0.46, -0.96, 0.49, 0.48, -0.90, 0.49, 0.45, -0.86, 0.48, 0.43, -1.01, 0.48, 0.53, -1.00, 0.47, 0.51, -0.97, 0.48, 0.51, -0.98, 0.52, 0.54, -0.96, 0.49, 0.51, -1.00, 0.46, 0.41, -0.97, 0.49, 0.48]}

***

Let's list DFT total energy in order: -951.021812; -531.869220; -993.504174 Eh.